Record 1
This record from the Open Molecules 2025 dataset describes one molecule with the formula C6H7BrNOP in a non-equilibrium geometry. The level of theory is ωB97M-V with the def2-TZVPD basis set.

The geometry in XYZ format:
```
17
C6H7BrNOP, DFT ωB97M-V with the def2-TZVPD basis set
C 0.329 1.759 0.811
C 1.161 2.154 -0.160
C -1.002 -0.356 0.631
C 1.278 -0.524 0.142
C 0.338 0.242 1.032
C 0.671 -1.403 -0.649
N -0.691 -1.299 -0.400
O -2.104 -0.042 1.002
P -1.789 -2.362 -1.134
Br 1.314 3.992 -0.658
H -0.465 2.270 1.295
H 1.890 1.531 -0.680
H 2.277 -0.237 0.271
H 0.554 0.045 2.056
H 1.154 -2.236 -1.104
H -2.244 -1.562 -2.133
H -2.671 -1.973 -0.321
```

Properties
* total charge: 0
* multiplicity: 3
* gap between HOMO and LUMO (alpha / beta): 6.1 / 7.3 eV

=====

Record 2
This record from the Open Molecules 2025 dataset describes an isolated ion of composition C3H3N2O3PS and charge -2 in a non-equilibrium geometry. The level of theory is ωB97M-V with the def2-TZVPD basis set.

The geometry in XYZ format:
```
13
C3H3N2O3PS, DFT ωB97M-V with the def2-TZVPD basis set
N -1.299 0.305 0.435
C -0.039 0.090 -0.186
N 0.183 -0.553 -1.348
C 1.367 -0.782 -1.698
C 2.500 0.351 -0.702
P 4.231 0.005 0.029
O 3.703 -1.311 0.703
O 5.216 -0.213 -1.077
O 4.428 1.200 0.970
S 1.361 0.920 0.439
H -1.931 -0.486 0.127
H -1.169 0.227 1.403
H 1.733 -1.174 -2.636
```

Properties
* total charge: -2
* multiplicity: 1
* gap between HOMO and LUMO (alpha / beta): 5.1 / 5.1 eV
* relative energy (zero: lowest compared OMol25 entry of this formula, charge and spin): 271.69 kJ/mol

=====

Record 3
This record from the Open Molecules 2025 dataset describes C33H47N8O4PS4Ta as an isolated structure. The level of theory is ωB97M-V with the def2-TZVPD basis set.

The geometry in XYZ format:
```
98
C33H47N8O4PS4Ta, DFT ωB97M-V with the def2-TZVPD basis set
Ta -0.218 -0.544 -1.022
C -2.083 0.619 -3.464
C -0.709 0.366 -4.049
N -0.068 -0.784 -3.356
C -0.348 -2.110 -3.970
C -1.747 -2.619 -3.692
S -2.141 -2.403 -1.936
C -3.660 -1.431 -1.945
C -3.367 -0.008 -1.482
N -2.059 0.489 -1.971
H -2.811 -0.084 -3.861
H -2.428 1.619 -3.730
H -0.058 1.225 -3.917
H -0.785 0.173 -5.121
H 0.936 -0.674 -3.485
H 0.394 -2.804 -3.573
H -0.197 -2.039 -5.049
H -1.793 -3.687 -3.900
H -2.508 -2.133 -4.297
H -4.345 -1.911 -1.246
H -4.108 -1.489 -2.934
H -3.342 0.010 -0.399
H -4.162 0.662 -1.821
H -1.947 1.465 -1.642
N 7.342 2.489 0.137
C 6.109 2.183 -0.290
C 5.521 0.937 0.020
C 4.260 0.629 -0.419
C 3.536 1.564 -1.174
C 4.122 2.792 -1.523
C 5.375 3.101 -1.077
S 2.074 1.108 -1.935
O 2.076 1.513 -3.308
O 1.880 -0.368 -1.676
N 0.576 1.454 -1.300
C 0.183 2.798 -1.361
N 1.160 3.695 -1.327
C 0.798 4.972 -1.403
C -0.535 5.360 -1.491
C -1.469 4.345 -1.509
N -1.118 3.050 -1.453
H 7.900 1.823 0.642
H 7.784 3.351 -0.131
H 6.092 0.204 0.574
H 3.847 -0.348 -0.217
H 3.588 3.485 -2.157
H 5.826 4.044 -1.351
H 1.600 5.701 -1.388
H -0.822 6.399 -1.549
H -2.530 4.555 -1.579
S 1.506 -0.329 1.056
C 1.551 -1.152 2.543
N 2.438 -0.751 3.438
C 2.405 -1.384 4.759
C 1.766 -2.747 4.532
S 0.664 -2.532 3.092
H 3.001 0.070 3.264
H 1.813 -0.766 5.437
H 3.415 -1.474 5.153
H 1.171 -3.076 5.380
H 2.498 -3.512 4.280
C -4.391 1.510 1.277
C -3.002 2.098 0.975
P -1.482 1.030 1.142
C -0.198 2.213 1.781
C -0.659 3.596 2.237
C -1.904 0.038 2.608
C -2.221 0.858 3.859
H -5.025 2.300 1.676
H -4.366 0.721 2.024
H -4.900 1.127 0.399
H -2.818 2.865 1.728
H -2.985 2.614 0.017
H 0.574 2.318 1.024
H 0.282 1.690 2.606
H -1.079 4.182 1.418
H 0.207 4.140 2.614
H -1.391 3.556 3.041
H -1.054 -0.625 2.794
H -2.725 -0.623 2.335
H -1.369 1.454 4.186
H -2.482 0.182 4.673
H -3.067 1.527 3.714
O 0.715 -2.431 -1.167
C 0.119 -3.016 -0.199
N -0.731 -2.235 0.459
C -1.684 -3.098 1.096
O -2.747 -2.734 1.507
C -1.104 -4.477 1.009
C -1.550 -5.670 1.527
C -0.812 -6.817 1.216
C 0.314 -6.758 0.402
C 0.748 -5.548 -0.141
C 0.025 -4.420 0.188
H -2.437 -5.720 2.143
H -1.129 -7.774 1.608
H 0.856 -7.666 0.179
H 1.618 -5.500 -0.782
```

Properties
* total charge: +3
* multiplicity: 1
* gap between HOMO and LUMO: 6.7 eV
* relative energy (zero: lowest compared OMol25 entry of this formula, charge and spin): 52.58 kJ/mol

=====

Record 4
This record from the Open Molecules 2025 dataset describes C50H96F24N9O21S8 as an isolated structure in a non-equilibrium geometry. The level of theory is ωB97M-V with the def2-TZVPD basis set.

The geometry in XYZ format:
```
208
C50H96F24N9O21S8, DFT ωB97M-V with the def2-TZVPD basis set
C -6.041 -0.108 1.886
C -6.686 -1.453 1.947
C -7.569 -1.666 3.124
C -8.925 -0.879 2.992
C -9.663 -1.141 1.666
C -8.806 -0.917 0.429
N -7.657 -1.752 0.849
O -7.744 -2.901 0.341
C -8.483 0.561 0.107
C -9.393 -1.500 -0.791
C -5.588 -2.487 1.955
H -5.578 0.237 0.937
H -5.215 -0.107 2.549
H -6.650 0.681 2.319
H -7.129 -1.068 3.924
H -7.768 -2.696 3.508
H -8.670 0.191 3.139
H -9.619 -1.265 3.759
H -10.628 -0.583 1.587
H -9.921 -2.234 1.711
H -9.256 1.342 0.340
H -8.165 0.641 -0.929
H -7.548 0.856 0.617
H -10.111 -0.795 -1.241
H -9.922 -2.487 -0.687
H -8.630 -1.659 -1.590
H -5.921 -3.552 1.975
H -4.988 -2.374 2.866
H -4.897 -2.296 1.137
C 1.142 -7.980 0.360
C 1.324 -8.844 -0.879
C 0.272 -8.676 -2.044
C 0.440 -7.371 -2.898
C 1.817 -7.432 -3.473
C 2.919 -7.353 -2.427
N 2.698 -8.517 -1.532
O 3.550 -9.207 -1.248
C 2.862 -6.054 -1.623
C 4.284 -7.483 -3.093
C 1.316 -10.361 -0.520
H 2.046 -8.178 0.935
H 0.257 -8.291 0.972
H 0.984 -7.021 0.070
H -0.675 -8.726 -1.447
H 0.230 -9.559 -2.720
H 0.233 -6.491 -2.325
H -0.222 -7.311 -3.788
H 1.954 -6.596 -4.188
H 1.898 -8.368 -4.087
H 3.231 -5.991 -0.578
H 1.891 -5.725 -1.399
H 3.348 -5.295 -2.253
H 5.061 -7.552 -2.279
H 4.540 -6.590 -3.599
H 4.477 -8.396 -3.675
H 0.282 -10.730 -0.306
H 2.054 -10.571 0.306
H 1.650 -10.968 -1.395
C 0.178 -1.605 -0.549
C 0.414 -1.469 -2.126
N 0.535 0.023 -2.574
C 1.719 0.647 -1.863
C 0.831 -0.051 -4.101
C -0.366 -0.164 -5.009
C -0.725 0.739 -2.279
C -0.825 2.201 -2.632
O -0.370 3.038 -1.517
C -0.255 4.395 -1.875
H -0.224 -2.649 -0.364
H -0.450 -0.793 -0.262
H 1.158 -1.533 -0.093
H -0.475 -1.759 -2.670
H 1.231 -2.009 -2.541
H 2.009 1.592 -2.299
H 2.555 -0.049 -1.973
H 1.337 0.763 -0.810
H 1.607 -0.872 -4.178
H 1.401 0.865 -4.488
H 0.090 -0.305 -5.986
H -1.061 0.648 -5.061
H -0.956 -1.072 -4.910
H -0.912 0.643 -1.247
H -1.574 0.198 -2.684
H -1.842 2.461 -2.801
H -0.259 2.468 -3.548
H 0.300 4.621 -2.806
H 0.286 4.876 -1.082
H -1.235 4.794 -2.088
C 7.295 -0.312 2.651
C 6.406 0.204 3.762
N 5.546 1.459 3.388
C 6.440 2.600 3.151
C 4.694 1.240 2.111
C 3.680 0.116 2.091
C 4.547 1.849 4.526
C 4.697 1.212 5.896
O 6.005 1.446 6.352
C 6.320 0.672 7.559
H 7.710 -1.304 2.869
H 8.122 0.261 2.238
H 6.644 -0.636 1.791
H 6.929 0.417 4.722
H 5.632 -0.478 4.110
H 5.885 3.392 2.638
H 7.216 2.172 2.515
H 6.846 2.964 4.146
H 5.449 1.082 1.343
H 4.308 2.231 1.875
H 3.214 0.035 1.091
H 2.861 0.297 2.829
H 4.172 -0.842 2.352
H 3.438 1.817 4.318
H 4.731 2.894 4.689
H 4.420 0.129 5.702
H 3.909 1.733 6.507
H 5.582 1.007 8.349
H 7.298 0.955 7.804
H 6.172 -0.360 7.249
C -5.132 6.770 3.107
C -3.736 6.169 3.023
N -2.565 6.941 2.370
C -2.517 8.315 2.888
C -1.339 6.081 2.687
C -0.006 6.602 2.098
C -2.725 7.082 0.910
C -2.788 5.828 0.058
O -3.862 4.959 0.377
C -3.914 3.809 -0.504
H -5.704 6.166 3.705
H -5.633 6.872 2.140
H -4.970 7.733 3.571
H -3.707 5.228 2.507
H -3.287 6.053 4.033
H -2.382 8.317 4.005
H -3.505 8.716 2.658
H -1.801 8.868 2.343
H -1.540 5.072 2.259
H -1.299 6.025 3.759
H 0.803 6.079 2.581
H 0.182 7.649 2.300
H 0.136 6.426 1.005
H -1.816 7.634 0.589
H -3.664 7.633 0.809
H -1.867 5.285 0.044
H -2.909 6.195 -0.982
H -2.873 3.366 -0.519
H -4.298 4.071 -1.448
H -4.627 3.117 -0.098
C -4.654 -0.380 -5.931
F -5.716 -1.152 -6.033
F -3.520 -1.114 -5.795
F -4.508 0.374 -7.025
S -4.743 0.777 -4.456
O -3.367 1.080 -4.129
O -5.586 1.914 -4.704
N -5.503 -0.296 -3.400
S -4.996 -0.676 -1.996
O -3.891 0.043 -1.383
O -6.123 -0.875 -1.106
C -4.241 -2.347 -2.274
F -5.245 -3.069 -2.723
F -3.228 -2.322 -3.092
F -3.748 -2.863 -1.155
C 7.574 2.880 -2.263
F 6.496 2.652 -2.988
F 8.397 1.803 -2.573
F 8.124 3.998 -2.761
S 7.451 2.897 -0.468
O 7.087 1.549 -0.065
O 8.720 3.440 -0.062
N 6.308 3.967 -0.091
S 4.799 3.768 -0.414
O 4.418 2.559 -1.093
O 4.008 4.124 0.737
C 4.351 5.063 -1.645
F 4.299 4.582 -2.882
F 3.089 5.638 -1.354
F 5.153 6.079 -1.598
C 6.207 -1.592 -2.185
F 6.957 -2.334 -2.987
F 6.876 -1.452 -1.062
F 6.098 -0.380 -2.790
S 4.617 -2.487 -1.761
O 5.098 -3.824 -1.446
O 3.901 -1.757 -0.773
N 3.688 -2.354 -3.063
S 3.689 -3.276 -4.411
O 4.721 -4.299 -4.447
O 2.368 -3.597 -4.835
C 4.122 -1.949 -5.728
F 2.987 -1.280 -6.070
F 5.024 -1.129 -5.180
F 4.540 -2.586 -6.848
C -0.825 -0.956 3.779
F 0.477 -0.966 3.492
F -1.221 -2.262 3.887
F -1.046 -0.421 5.010
S -1.852 -0.092 2.434
O -2.115 -1.148 1.510
O -2.981 0.468 3.161
N -0.886 0.958 1.744
S -0.695 2.466 2.220
O -0.891 3.426 1.175
O -1.242 2.727 3.538
C 1.095 2.728 2.545
F 1.843 2.376 1.546
F 1.301 4.011 2.857
F 1.298 1.975 3.628
```

Properties
* total charge: +1
* multiplicity: 1
* gap between HOMO and LUMO: 6.8 eV
* relative energy (zero: lowest compared OMol25 entry of this formula, charge and spin): 0.00 kJ/mol

=====

Record 5
This record from the Open Molecules 2025 dataset describes a 2-piece molecular cluster, C21H33BCl3N4O3 overall in a non-equilibrium geometry. The level of theory is ωB97M-V with the def2-TZVPD basis set.

The geometry in XYZ format:
```
65
C21H33BCl3N4O3, DFT ωB97M-V with the def2-TZVPD basis set
C 2.320 -2.495 3.892
C 1.534 -1.801 2.792
O 1.211 -0.465 3.202
B 0.479 0.381 2.446
O 0.119 1.597 2.957
C -0.031 -0.068 1.004
C -1.194 -0.694 0.669
N -2.241 -1.140 1.464
N -1.178 -0.921 -0.696
C -2.287 -1.545 -1.455
C -3.607 -0.865 -1.186
C -4.593 -1.560 -0.500
C -5.812 -0.970 -0.218
C -6.046 0.336 -0.617
C -5.072 1.028 -1.315
C -3.850 0.442 -1.620
C -2.827 1.217 -2.405
C -0.015 -0.474 -1.193
C 0.433 -0.547 -2.610
C 0.859 -1.996 -2.942
O -0.009 -2.843 -2.872
N 2.166 -2.339 -3.262
C 3.151 -1.255 -3.326
C 2.625 -3.416 -2.342
N 0.683 0.046 -0.180
C 1.978 0.687 -0.240
C 1.954 2.244 -0.302
C 2.530 2.917 0.944
Cl 0.313 2.859 -0.646
H 2.144 -3.568 3.823
H 3.391 -2.356 3.755
H 2.018 -2.133 4.870
H 2.134 -1.775 1.879
H 0.617 -2.355 2.586
H 0.843 2.200 3.160
H -1.969 -1.230 2.432
H -3.087 -0.590 1.376
H -2.343 -2.580 -1.129
H -2.021 -1.503 -2.504
H -4.417 -2.577 -0.177
H -6.578 -1.521 0.308
H -6.987 0.820 -0.397
H -5.265 2.043 -1.635
H -2.432 0.613 -3.225
H -3.292 2.088 -2.862
H -1.995 1.547 -1.782
H -0.416 -0.324 -3.256
H 1.176 0.218 -2.802
H 2.741 -0.375 -3.812
H 3.987 -1.591 -3.936
H 3.551 -1.000 -2.340
H 2.237 -4.373 -2.674
H 3.710 -3.440 -2.360
H 2.282 -3.227 -1.322
H 2.564 0.345 0.612
H 2.496 0.340 -1.130
H 2.533 2.533 -1.174
H 2.943 2.197 1.650
H 3.333 3.604 0.684
H 1.773 3.526 1.432
C 2.041 5.316 4.142
Cl 3.256 5.617 2.894
Cl 2.255 3.730 4.898
H 2.121 6.086 4.899
H 1.063 5.334 3.677
```

Properties
* total charge: +1
* multiplicity: 1
* gap between HOMO and LUMO: 9.4 eV

=====

Record 6
This record from the Open Molecules 2025 dataset describes one molecule with the formula C3H3N3O. The level of theory is ωB97M-V with the def2-TZVPD basis set.

The geometry in XYZ format:
```
10
C3H3N3O, DFT ωB97M-V with the def2-TZVPD basis set
O -1.497 -0.521 -1.986
C -0.944 -0.253 -0.947
N -0.906 1.019 -0.373
C 0.107 1.270 0.390
C 0.976 0.237 0.881
N 0.698 -1.011 0.664
N -0.256 -1.241 -0.220
H 0.264 2.306 0.690
H 1.918 0.410 1.381
H -0.361 -2.216 -0.481
```

Properties
* total charge: 0
* multiplicity: 1
* gap between HOMO and LUMO: 9.4 eV
* relative energy (zero: lowest compared OMol25 entry of this formula, charge and spin): 106.83 kJ/mol

=====

Record 7
This record from the Open Molecules 2025 dataset describes C11H12BrClSm as an isolated structure in a non-equilibrium geometry. The level of theory is ωB97M-V with the def2-TZVPD basis set.

The geometry in XYZ format:
```
26
C11H12BrClSm, DFT ωB97M-V with the def2-TZVPD basis set
C -2.082 -0.887 -1.710
C -1.605 -1.387 -0.463
C -1.249 -0.269 0.352
H -1.481 -2.433 -0.191
C -1.379 0.924 -0.441
C -1.853 0.523 -1.728
H -2.093 1.203 -2.551
H -2.614 -1.458 -2.476
H -0.918 -0.311 1.392
H -1.237 1.958 -0.098
Sm 0.667 -0.490 -1.350
Br 1.617 -2.999 -1.181
C 2.177 0.759 -3.202
C 1.056 1.548 -3.618
C 0.080 0.677 -4.174
H 1.013 2.640 -3.642
C 0.571 -0.660 -4.099
C 1.883 -0.614 -3.520
H 2.505 -1.481 -3.280
H 3.138 1.139 -2.854
H -0.836 0.989 -4.681
H 0.101 -1.537 -4.542
Cl 1.770 -1.034 1.932
C 1.731 0.232 0.799
H 1.003 0.959 1.186
H 2.749 0.612 0.694
```

Properties
* total charge: -1
* multiplicity: 6
* gap between HOMO and LUMO (alpha / beta): 7.0 / 6.9 eV
* relative energy (zero: lowest compared OMol25 entry of this formula, charge and spin): 47.73 kJ/mol

=====

Record 8
This record from the Open Molecules 2025 dataset describes a 2-piece molecular cluster, C4H11NS overall in a non-equilibrium geometry. The level of theory is ωB97M-V with the def2-TZVPD basis set.

The geometry in XYZ format:
```
17
C4H11NS, DFT ωB97M-V with the def2-TZVPD basis set
C 1.559 0.286 -1.374
S 0.371 -0.728 -2.262
H 1.040 0.952 -0.679
H 2.299 -0.338 -0.885
H 2.067 0.897 -2.119
C 0.223 0.506 3.168
C -0.032 0.309 1.682
C -1.616 -0.089 0.039
N -1.382 0.241 1.333
H -0.125 1.472 3.519
H -0.318 -0.260 3.725
H 1.274 0.397 3.410
H 0.521 1.113 1.158
H 0.505 -0.573 1.297
H -2.667 -0.325 -0.133
H -0.964 -0.976 -0.326
H -1.306 0.659 -0.696
```

Properties
* total charge: 0
* multiplicity: 1
* gap between HOMO and LUMO: 4.9 eV
* relative energy (zero: lowest compared OMol25 entry of this formula, charge and spin): 482.63 kJ/mol

=====

Record 9
This record from the Open Molecules 2025 dataset describes C12H17Cl2NPb as an isolated structure in a non-equilibrium geometry. The level of theory is ωB97M-V with the def2-TZVPD basis set.

The geometry in XYZ format:
```
33
C12H17Cl2NPb, DFT ωB97M-V with the def2-TZVPD basis set
Pb -2.639 -1.263 1.415
Cl -1.230 -1.539 3.453
Cl -4.781 -0.962 2.679
C -0.331 -0.816 -2.202
H -1.052 -0.002 -2.085
H -0.665 -1.848 -2.135
C 1.436 0.143 -0.657
C 1.065 -0.584 -1.936
H 1.120 1.190 -0.535
C 1.810 -1.970 -2.102
H 1.471 0.047 -2.788
C 1.811 -2.761 -0.801
H 1.335 -2.515 -2.934
H 2.871 -1.859 -2.383
C 2.604 -1.961 0.236
H 0.797 -2.956 -0.438
H 2.304 -3.731 -0.960
C 1.974 -0.548 0.492
H 2.701 -2.490 1.193
H 3.628 -1.805 -0.130
H 1.199 -0.717 1.271
H 2.717 0.130 0.961
C -1.496 3.762 0.839
C -1.374 3.100 2.056
C -1.761 1.772 2.151
N -2.284 1.101 1.099
C -2.409 1.734 -0.095
C -2.025 3.068 -0.257
H -1.199 4.811 0.730
H -0.984 3.587 2.951
H -1.646 1.205 3.080
H -2.813 1.154 -0.933
H -2.152 3.523 -1.233
```

Properties
* total charge: 0
* multiplicity: 1
* gap between HOMO and LUMO (alpha / beta): 7.3 / 8.0 eV

=====

What is the multiplicity in the seventh record?
6

=====

Which of these has the lowest total charge?
C3H3N2O3PS

=====

Which value of multiplicity does entry 3 give?
1